# 1
{
  "formula": "C12H13N5",
  "method": "ωB97M-V/def2-TZVPD",
  "species": ["H", "C", "C", "H", "C", "N", "N", "H", "H", "N", "H", "H", "H", "C", "H", "C", "H", "H", "C", "H", "C", "C", "C", "C", "N", "N", "C", "C", "H", "H"],
  "coordinates": [[-0.5629, 2.0830, 1.2564], [1.1838, 0.8270, -0.0133], [-0.3119, 0.5393, -0.0171], [4.7334, 0.8456, -1.8982], [5.2962, -0.0205, 0.1738], [1.7864, 1.7243, 0.5902], [3.0919, 1.4933, 0.2335], [6.4677, -0.3633, -0.4164], [-4.6873, -2.2025, -0.0508], [1.9953, -0.0490, -0.8617], [-4.7894, -1.0633, -1.3867], [-2.9689, 2.0576, 1.4417], [-2.7616, -1.5686, -0.9618], [-0.8180, -0.6390, -0.5243], [5.5181, 0.9767, 0.3552], [-2.4895, 1.0693, 1.0808], [-4.7738, -0.2981, 1.6705], [4.1456, -0.7770, -1.5194], [-4.4715, -0.2590, 0.3446], [-6.0480, -1.1126, -0.1909], [-2.2768, -0.5991, -0.3728], [-1.0652, 1.4327, 0.6771], [4.9764, -1.0566, 0.9594], [-3.0660, 0.0045, 0.3735], [4.5616, -1.9596, 1.7643], [3.0852, 0.5439, -0.4328], [4.4977, 0.2119, -1.1693], [-5.0799, -1.1987, -0.2370], [-0.2213, -1.4687, -1.1824], [-4.9472, 0.8268, 0.3140]],
  "nbo_charge": [0.22, 0.32, -0.13, 0.22, -0.54, -0.31, -0.08, 0.24, 0.22, -0.32, 0.18, 0.22, 0.18, -0.14, 0.29, -0.16, 0.16, 0.23, -0.33, 0.23, -0.17, -0.18, 0.25, -0.13, -0.26, 0.09, -0.16, -0.61, 0.26, 0.22],
  "e_above_lowest_kcal_mol": 252.8,
  "max_force_ev_per_a": 17.283,
  "gap_ev": 8.87,
  "mol_weight_g_mol": 227.27,
  "charge": 0,
  "energy_ha": -738.431173
}



# 2
{
  "formula": "C39H36BrCl2CsF3GeN5O4S",
  "method": "ωB97M-V/def2-TZVPD",
  "species": ["H", "C", "C", "N", "H", "C", "H", "C", "C", "H", "C", "H", "C", "C", "N", "C", "H", "H", "H", "C", "H", "C", "C", "Ge", "H", "H", "O", "Cl", "H", "C", "N", "H", "C", "S", "H", "O", "C", "H", "C", "C", "H", "H", "H", "C", "H", "H", "C", "H", "Cl", "C", "H", "C", "Cs", "H", "N", "H", "C", "C", "C", "H", "H", "N", "H", "C", "H", "C", "O", "C", "F", "C", "C", "H", "C", "H", "H", "C", "H", "H", "C", "C", "H", "F", "C", "C", "H", "C", "C", "H", "C", "O", "C", "Br", "F"],
  "coordinates": [[4.5255, -0.4716, -5.5960], [2.9115, -4.8041, -3.6122], [-3.0642, 0.0254, -2.4944], [2.7950, -2.3450, -0.8515], [1.1931, -2.6560, 3.0875], [3.7690, -0.3564, -4.8289], [-1.6140, 2.0622, -2.8687], [5.4586, 4.4425, 0.1487], [1.1670, -1.4354, 6.2191], [-3.9188, 2.7939, -0.5374], [3.1941, -1.1443, -1.1594], [5.8803, 2.4294, 0.7465], [-1.8820, -3.1502, 0.4156], [3.0077, -0.6363, -2.5780], [-1.5552, -1.9897, 0.9795], [1.0197, -3.7362, -1.8134], [-0.2338, 1.3805, -2.0263], [2.0614, -3.2106, 5.3631], [-1.5206, -0.2701, -1.0518], [-4.0836, -3.0510, 1.3508], [4.9592, -1.2111, -3.2515], [2.3640, -3.2667, -1.8094], [2.8283, 3.5915, -0.1043], [-1.1765, 3.3342, -0.7923], [-3.2828, 2.8466, 2.4592], [-4.4227, -1.3010, 2.5818], [3.6325, -0.3022, -0.3294], [1.0790, -6.4591, -4.7823], [-2.1066, -0.4611, 2.2451], [0.1055, 0.6182, 7.1048], [0.2742, -0.9221, 3.6650], [-2.4548, -0.2528, -3.3607], [-2.1456, 0.5548, -1.3978], [-0.9903, 1.3326, 4.2115], [0.6334, 0.7612, -4.3005], [-1.0523, -5.1349, -0.5257], [3.8031, 2.6959, 0.3177], [-3.2226, -1.9959, -1.7451], [4.0123, -0.7714, -3.5344], [2.5309, 0.1934, -5.1322], [-0.3311, -5.1033, -2.7511], [-4.5505, -1.5341, -2.8152], [-2.8008, 1.5689, 1.3968], [1.4121, 3.1270, -0.2028], [-1.8609, 4.4728, 1.3023], [-4.4839, -0.9224, -1.1560], [-1.2636, 1.7195, -1.8900], [-4.4489, 4.0184, 0.5960], [4.1236, -5.4419, -4.6989], [-3.7328, -1.8483, 1.9516], [-0.9152, 3.0339, 1.6940], [1.6068, 0.3180, -4.1088], [1.1165, -0.7189, 0.7254], [-5.1665, 1.0360, 0.7328], [0.0922, -3.1448, -0.9636], [-3.3397, -4.6770, 0.1257], [1.4750, -2.3184, 5.1944], [-1.7350, 3.4084, 1.0796], [-4.1950, 2.9554, 0.5133], [6.4800, 4.7856, 0.2436], [-5.0764, -3.4659, 1.4878], [1.8282, -0.0757, -2.8566], [-1.7897, 4.5237, -1.5740], [0.4121, -0.3057, 5.9642], [2.3896, 5.5915, -0.7494], [-2.4492, -1.3669, 1.7479], [0.5926, 3.9505, -0.8306], [-3.1440, -3.7206, 0.5896], [0.6555, 0.1614, 8.2746], [-3.0105, 2.6396, 1.4199], [-0.0563, -0.0367, 4.6406], [2.2839, 0.5185, -6.1343], [-3.8796, -1.1738, -2.0320], [4.3123, -3.5168, -2.6482], [-5.7332, 2.2558, 1.8698], [-5.4108, 2.0960, 0.8382], [-2.7601, 0.8351, -0.5412], [-6.2544, 2.3152, 0.1801], [0.9920, -1.9985, 3.9349], [3.1562, 4.9090, -0.4128], [-3.7295, 0.8322, -2.8281], [0.6007, 1.8607, 6.9484], [-0.8601, -3.9031, -0.4374], [4.4686, 5.3138, -0.2752], [1.5170, -1.6266, 7.2246], [3.2792, -3.8338, -2.6923], [1.6016, -5.2424, -3.6389], [3.5551, 1.6558, 0.4919], [5.1156, 3.1295, 0.4365], [1.0275, 2.0808, 0.2804], [0.6799, -4.7260, -2.7427], [4.9346, 7.1169, -0.6829], [-1.2099, 0.7442, 7.3658]],
  "lowdin_charge": [0.10, -0.70, -0.27, 0.01, 0.09, -0.08, 0.06, -0.13, -0.04, 0.08, -0.71, 0.11, -0.21, -0.19, 0.01, -0.22, 0.04, 0.09, 0.08, -0.09, 0.11, -0.24, -0.10, 0.97, 0.10, 0.10, -0.22, 0.59, 0.05, -0.60, -0.06, 0.11, -0.26, 0.54, 0.10, -0.04, 0.02, 0.07, -0.02, -0.08, 0.10, 0.07, 0.07, -0.53, 0.07, 0.06, -0.27, 0.11, 0.58, -0.08, 0.04, -0.14, 1.30, 0.06, 0.06, 0.11, -0.09, -0.28, -0.29, 0.09, 0.09, 0.15, -0.01, -0.15, 0.11, -0.16, -0.15, -0.03, 0.07, -0.30, -0.76, 0.09, -0.10, 0.10, 0.07, -0.11, 0.07, 0.06, -0.21, -0.07, 0.10, 0.10, -0.51, -0.68, 0.11, -0.08, -0.69, 0.09, -0.05, -0.11, -0.05, 0.68, 0.10],
  "e_above_lowest_kcal_mol": 15.0,
  "max_force_ev_per_a": 1.404,
  "gap_ev": 5.61,
  "mol_weight_g_mol": 1084.13,
  "charge": -2,
  "energy_ha": -8371.969370
}



# 3
{
  "formula": "C2H2O3S",
  "method": "ωB97M-V/def2-TZVPD",
  "species": ["C", "S", "C", "O", "H", "O", "O", "H"],
  "coordinates": [[1.0209, 0.7676, 0.1547], [-1.8351, 0.4166, 0.0541], [1.2088, -0.4193, -0.2767], [0.6229, 1.8175, 0.4524], [1.1949, -1.3305, 0.3440], [-2.0166, -0.6595, -0.9064], [-1.7077, 0.0167, 1.4009], [1.5119, -0.6090, -1.2231]],
  "nbo_charge": [0.70, 1.67, -0.77, -0.47, 0.28, -0.83, -0.84, 0.26],
  "e_above_lowest_kcal_mol": 50.9,
  "max_force_ev_per_a": 3.405,
  "gap_ev": 9.09,
  "mol_weight_g_mol": 106.10,
  "charge": 0,
  "energy_ha": -701.259301
}



# 4
{
  "formula": "C40H45F4N10O3SSr",
  "method": "ωB97M-V/def2-TZVPD",
  "species": ["C", "C", "C", "C", "C", "C", "S", "H", "C", "H", "H", "H", "N", "H", "C", "C", "H", "C", "C", "C", "H", "C", "C", "O", "C", "H", "N", "H", "N", "H", "C", "N", "C", "H", "H", "H", "N", "H", "H", "H", "H", "C", "C", "C", "N", "H", "N", "H", "C", "H", "H", "H", "C", "C", "H", "C", "N", "C", "H", "H", "H", "H", "C", "C", "H", "O", "H", "C", "Sr", "C", "C", "F", "C", "C", "H", "H", "H", "H", "C", "H", "H", "H", "H", "H", "H", "H", "F", "N", "H", "O", "H", "N", "C", "C", "H", "C", "C", "H", "F", "F", "C", "H", "C", "C"],
  "coordinates": [[2.5005, 1.9055, 0.3511], [0.0359, -5.3485, -3.2408], [6.9944, 3.9480, 2.6549], [-0.2406, -4.1121, -3.7892], [0.4838, -2.9775, -3.4060], [1.8578, -4.3856, -1.9886], [8.5208, 3.7075, 1.6867], [-1.0185, 0.7912, 2.6214], [-2.3999, 0.1041, -5.7174], [6.0154, 5.3407, 5.4074], [-0.6565, -6.6130, 0.9911], [0.2262, 2.5127, 2.5877], [5.8649, 3.4872, 2.1244], [2.6904, -4.5041, -1.3052], [0.4490, -4.7775, 1.0844], [4.7164, 4.3535, 4.0048], [2.1295, -0.5989, 1.1743], [-2.8075, 4.7611, 1.0248], [5.9457, 4.8033, 4.4662], [-1.1535, 3.1221, -1.0330], [2.0948, 3.6078, 3.7051], [0.9732, -0.9480, 2.8044], [-1.1151, 2.4973, -2.4227], [8.5835, 4.9626, 0.9590], [2.2622, 3.1277, 2.7508], [-2.8874, -2.3831, 2.2819], [7.0798, 4.6068, 3.8147], [-2.5800, 5.3356, 1.9251], [1.5104, -7.7481, -1.1335], [-1.0562, -4.0042, -4.4913], [1.5504, -3.1491, -2.5236], [-0.9653, 1.0668, -2.3596], [-2.8723, -1.1305, -5.3568], [1.2898, 0.0611, 3.0702], [3.8135, 4.5327, 4.5701], [-2.4304, 5.3251, 0.1720], [1.3149, -1.1601, 1.3872], [2.1651, -2.5451, 0.1020], [0.8447, -0.8864, -3.5325], [1.3710, -5.2322, 1.4239], [-4.7611, 2.6830, 1.0311], [-2.7650, -0.2621, 2.5934], [-1.8329, -3.5342, 0.2512], [-2.1639, 3.3759, 1.1245], [-1.3200, -0.1427, 2.3624], [-3.1231, -2.7035, -1.2350], [-0.7258, -2.8070, 0.4306], [-2.0262, 2.7866, -2.9629], [-3.3544, -1.4776, 1.8890], [-0.3067, 3.0202, -2.9577], [-0.5582, -6.2125, -3.5109], [-0.1800, 3.0210, -0.5492], [-1.3280, -1.0849, -3.4492], [-1.7211, 0.8904, -4.7582], [-3.9542, -3.4049, 0.1609], [-3.0926, -2.7991, -0.1477], [-2.1516, 2.5556, -0.0918], [3.5178, 3.1009, 2.1551], [-3.8453, -0.9241, -0.0291], [-3.8931, 4.7050, 0.9342], [-5.5016, 1.8850, -0.3537], [2.2659, -3.0259, 1.7897], [1.0766, -5.4893, -2.3220], [-4.5714, 1.9940, 0.2048], [-1.3344, 4.1985, -1.1758], [8.2300, 2.5425, 0.8772], [2.5614, 1.4307, -0.6238], [-2.5013, -1.6179, -4.1090], [-0.7354, -0.2519, -0.2132], [3.6261, 2.4814, 0.9145], [-1.8435, -4.9101, 0.4401], [-1.4774, 2.1929, -5.1118], [0.1047, -1.6160, -3.8698], [-3.4710, 2.4721, -0.7267], [-3.3800, 1.7834, -1.5657], [-3.2307, 0.6405, 2.1990], [1.5353, -1.6388, 3.4455], [0.0508, -1.5592, -4.9627], [1.2036, 2.5030, 2.1155], [-4.4197, -1.5525, 2.1364], [-2.6611, 2.8225, 1.9272], [-1.1212, 3.4995, 1.4245], [-3.7628, 3.4475, -1.1450], [-0.8226, -2.1135, 2.8307], [-2.7558, -5.4683, 0.2740], [4.5866, 2.4582, 0.4157], [-1.4062, -1.4836, -1.9960], [-3.1239, -1.4549, 0.4394], [-3.0065, -0.3201, 3.6637], [9.5429, 3.5198, 2.6926], [-4.3298, 1.0247, 0.6378], [1.3018, 1.8785, 0.9421], [0.3859, -3.4122, 0.8541], [-0.5099, -1.1083, 3.1103], [-0.6732, -1.0191, 4.1934], [4.7377, 3.6832, 2.7935], [1.3201, -6.7547, -1.6839], [-3.5163, -1.7001, -6.0147], [-2.7083, 0.6642, -6.9317], [-2.9118, -2.9018, -3.7129], [1.6149, -2.5504, 1.0451], [2.1546, -2.2851, -2.2635], [-1.3572, 0.4095, -3.5185], [-0.6817, -5.5401, 0.8476]],
  "lowdin_charge": [-0.13, -0.02, -0.33, 0.00, -0.19, -0.05, 0.38, 0.09, -0.27, 0.11, 0.11, 0.09, 0.16, 0.12, -0.02, -0.01, 0.09, -0.08, -0.12, -0.20, 0.10, -0.18, -0.30, -0.36, 0.00, 0.11, 0.13, 0.08, 0.14, 0.12, -0.04, -0.15, -0.02, 0.10, 0.09, 0.07, -0.12, 0.11, 0.12, 0.12, 0.07, -0.20, -0.25, -0.26, -0.13, 0.11, 0.08, 0.11, -0.20, 0.12, 0.12, 0.09, -0.31, -0.18, 0.13, -0.15, -0.18, -0.12, 0.11, 0.06, 0.08, 0.13, -0.25, -0.07, 0.11, -0.37, 0.12, -0.25, 1.41, 0.02, 0.00, 0.02, -0.04, -0.24, 0.11, 0.08, 0.12, 0.14, -0.17, 0.13, 0.09, 0.08, 0.12, 0.10, 0.12, 0.12, -0.25, -0.10, 0.12, -0.36, 0.04, 0.03, -0.27, -0.20, 0.13, -0.23, -0.21, 0.12, 0.01, -0.05, -0.15, 0.11, -0.24, -0.04],
  "max_force_ev_per_a": 1.590,
  "gap_ev": 3.86,
  "mol_weight_g_mol": 909.55,
  "charge": -1,
  "energy_ha": -3152.971297
}